This record from the Open Molecules 2025 dataset describes a structure of composition C29H23AsCl5MgO2Se2. The level of theory is ωB97M-V/def2-TZVPD.

Last column: Mulliken charge in e.
Cartesian coordinates (Å):
Mg  -0.05  0.10  -0.63  0.01
Cl  0.98  -1.25  -2.96  -0.25
C  1.52  0.42  -3.20  1.39
C  1.48  1.27  -2.09  -1.49
C  1.96  2.54  -2.37  0.82
Cl  1.96  3.79  -1.12  -0.22
C  2.43  2.95  -3.62  -0.35
Cl  3.06  4.55  -3.87  -0.20
C  2.41  2.06  -4.69  0.55
Cl  2.95  2.55  -6.25  -0.21
C  1.93  0.77  -4.48  -0.52
Cl  1.87  -0.35  -5.80  -0.20
O  -4.30  -3.64  4.45  -0.52
C  -3.70  -4.24  3.29  -1.37
C  -3.07  -3.17  2.40  2.04
C  -4.21  -2.29  1.84  -0.95
O  -4.93  -2.92  0.78  -0.60
C  -2.26  -3.84  1.30  -1.88
Se  -1.41  -2.39  0.06  -0.20
C  -2.09  -2.30  3.21  -1.35
Se  -1.15  -1.05  1.94  0.19
H  -4.92  -4.27  4.83  0.31
H  -4.46  -4.77  2.69  0.45
H  -2.93  -4.96  3.59  0.38
H  -3.82  -1.33  1.52  0.39
H  -4.92  -2.11  2.64  0.47
H  -4.33  -2.96  0.03  0.39
H  -2.85  -4.50  0.67  0.58
H  -1.43  -4.40  1.72  0.48
H  -1.33  -2.93  3.68  0.46
H  -2.59  -1.70  3.97  0.49
C  1.47  6.77  3.82  -0.41
C  1.53  5.65  4.63  -0.60
C  1.28  4.39  4.11  -0.14
C  0.94  4.23  2.76  0.67
C  0.89  5.37  1.96  -0.24
C  1.14  6.63  2.48  -0.85
As  0.65  2.45  1.92  0.57
C  -1.17  2.93  1.40  0.08
C  -1.56  3.55  0.22  -0.14
C  -2.90  3.82  0.00  -0.64
C  -3.85  3.43  0.94  -0.77
C  -3.46  2.80  2.11  -0.37
C  -2.12  2.55  2.35  0.17
C  -1.56  1.84  3.53  0.56
C  -2.30  1.32  4.59  -0.37
C  -1.65  0.61  5.60  -0.68
C  -0.28  0.42  5.56  -0.64
C  0.46  0.95  4.51  -0.51
C  -0.17  1.67  3.51  -0.30
H  1.67  7.76  4.24  0.36
H  1.78  5.75  5.69  0.38
H  1.33  3.52  4.75  0.28
H  0.62  5.27  0.91  0.13
H  1.09  7.50  1.84  0.39
H  -0.82  3.82  -0.52  0.28
H  -3.21  4.30  -0.92  0.41
H  -4.90  3.62  0.75  0.38
H  -4.21  2.49  2.83  0.34
H  -3.37  1.44  4.62  0.34
H  -2.23  0.19  6.42  0.38
H  0.21  -0.16  6.34  0.40
H  1.53  0.77  4.46  0.47

Properties
**M**: 837.91 g mol⁻¹
**Lowest unoccupied orbital energy**: 2.422 eV
**Relative energy (zero: lowest compared OMol25 entry of this formula, charge and spin)**: 7.23 kcal/mol
**Charge**: -1

=====

This record from the Open Molecules 2025 dataset describes a structure of composition C29H23AsCl5N3ReS2Te. The level of theory is ωB97M-V/def2-TZVPD.

Last column: Mulliken charge in e.
Cartesian coordinates (Å):
Re  0.03  -0.82  -0.55  -0.26
N  3.23  -3.50  -1.03  0.02
C  3.66  -2.72  -2.08  0.43
C  4.83  -2.73  -2.83  -1.14
C  4.98  -1.73  -3.76  -0.53
C  4.00  -0.75  -3.95  -0.86
C  2.83  -0.74  -3.22  -0.21
C  2.67  -1.73  -2.26  0.59
N  1.68  -1.95  -1.33  0.22
C  2.06  -3.00  -0.60  0.31
C  1.27  -3.38  0.55  -0.05
C  1.31  -4.50  1.32  -0.50
S  0.11  -4.43  2.55  -0.05
C  -0.38  -2.90  1.95  -0.24
N  0.30  -2.47  0.92  -0.05
H  3.72  -4.30  -0.64  0.23
H  5.59  -3.49  -2.68  0.44
H  5.88  -1.68  -4.35  0.42
H  4.16  0.02  -4.69  0.48
H  2.06  0.01  -3.36  0.33
H  1.95  -5.35  1.22  0.46
H  -1.19  -2.35  2.39  0.31
Te  2.10  0.65  0.36  0.13
C  2.09  2.74  0.20  -0.09
C  1.55  3.70  1.02  -0.09
C  1.96  4.99  0.67  -0.70
C  2.82  5.00  -0.40  -0.44
S  3.17  3.44  -0.97  -0.05
H  0.89  3.48  1.84  0.49
H  1.66  5.89  1.19  0.41
H  3.27  5.86  -0.87  0.43
Cl  -1.49  -2.34  -1.87  -0.10
C  -1.30  -1.00  -2.97  1.58
C  -0.59  0.04  -2.37  -1.11
C  -0.42  1.18  -3.15  0.60
Cl  0.42  2.51  -2.49  -0.04
C  -0.92  1.25  -4.45  -0.06
Cl  -0.70  2.68  -5.37  -0.13
C  -1.59  0.16  -5.02  0.65
Cl  -2.20  0.25  -6.61  -0.13
C  -1.78  -1.01  -4.26  -0.35
Cl  -2.56  -2.38  -4.93  -0.16
C  -2.22  2.07  0.03  -1.21
As  -1.72  0.34  0.74  0.89
C  -3.48  -0.47  1.01  -1.24
C  -1.04  0.82  2.57  -0.52
C  -2.03  0.71  3.69  0.12
C  -1.97  -0.34  4.60  -0.21
C  -2.84  -0.40  5.67  -0.79
C  -3.76  0.62  5.87  -0.45
C  -3.83  1.67  4.97  -0.76
C  -2.99  1.70  3.87  0.00
H  -2.99  2.54  0.64  0.50
H  -2.61  1.94  -0.98  0.42
H  -1.34  2.71  -0.03  0.31
H  -3.92  -0.06  1.92  0.39
H  -3.44  -1.56  1.09  0.36
H  -4.10  -0.19  0.16  0.45
H  -0.70  1.85  2.46  0.04
H  -0.17  0.19  2.76  0.54
H  -1.20  -1.10  4.49  0.41
H  -2.80  -1.22  6.37  0.42
H  -4.41  0.59  6.73  0.41
H  -4.53  2.48  5.13  0.43
H  -3.06  2.51  3.15  0.32

Properties
**M**: 1043.65 g mol⁻¹
**Spin multiplicity**: 4
**⟨S²⟩**: 3.80
**Lowest unoccupied orbital energy (spin up / spin down)**: -6.051 / -7.501 eV
**Charge**: +2

=====

This record from the Open Molecules 2025 dataset describes a structure of composition C29H23BrClIN5O7Rb. The level of theory is ωB97M-V/def2-TZVPD.

Last column: Mulliken charge in e.
Cartesian coordinates (Å):
Rb  0.11  -0.75  -1.17  0.90
O  4.40  0.28  5.44  -0.56
C  4.71  -0.35  4.21  -0.78
C  3.91  0.13  3.02  1.20
C  4.39  -0.10  1.73  -0.84
C  3.58  0.22  0.66  -0.43
N  2.37  0.75  0.79  -0.34
C  1.92  1.01  2.01  0.18
C  2.67  0.71  3.15  -0.07
C  0.54  1.58  2.12  0.02
C  0.09  2.23  3.26  -0.39
C  -1.23  2.66  3.32  0.51
C  -1.78  3.25  4.59  -0.77
O  -1.77  2.29  5.65  -0.53
C  -2.03  2.45  2.22  -0.73
C  -1.50  1.82  1.10  -0.86
N  -0.25  1.37  1.06  0.10
H  3.48  0.09  5.65  0.35
H  4.60  -1.44  4.30  0.25
H  5.77  -0.16  4.03  0.40
H  5.36  -0.54  1.56  0.39
H  3.90  0.04  -0.36  0.49
H  2.23  0.90  4.12  -0.02
H  0.75  2.38  4.11  0.32
H  -2.80  3.61  4.41  0.30
H  -1.18  4.09  4.94  0.34
H  -2.06  1.45  5.27  0.36
H  -3.08  2.73  2.21  0.37
H  -2.13  1.57  0.25  0.68
Cl  0.47  3.40  -7.92  -0.33
C  0.96  2.64  -6.41  0.39
C  2.29  2.43  -6.17  -0.49
C  2.74  1.83  -4.98  -0.25
I  4.78  1.55  -4.75  -0.05
C  1.88  1.40  -3.94  0.36
O  2.22  0.86  -2.88  -0.56
C  0.43  1.68  -4.24  -0.20
N  -0.44  1.31  -3.27  -0.13
C  -1.73  1.49  -3.44  -0.23
C  -2.26  2.06  -4.62  -0.86
C  -1.40  2.45  -5.60  -0.65
C  -0.01  2.27  -5.44  0.45
H  3.01  2.72  -6.91  0.34
H  -2.38  1.16  -2.64  0.50
H  -3.33  2.18  -4.72  0.42
H  -1.77  2.89  -6.52  0.35
N  -1.27  -4.37  -3.60  -0.67
C  -1.31  -4.29  -2.14  -0.13
C  -0.12  -3.55  -1.51  0.49
O  0.75  -3.08  -2.28  -0.85
O  -0.16  -3.45  -0.26  -0.62
H  -1.14  -5.33  -3.89  0.23
H  -0.42  -3.86  -3.88  0.32
H  -1.32  -5.29  -1.69  0.28
H  -2.21  -3.78  -1.78  -0.03
Br  0.39  -2.04  3.56  -0.20
C  -1.24  -2.43  2.60  0.30
C  -1.71  -3.73  2.65  -0.56
C  -2.87  -3.98  1.93  -0.31
C  -3.48  -2.96  1.23  -0.51
C  -2.90  -1.69  1.26  0.50
N  -1.78  -1.44  1.94  0.01
C  -3.48  -0.52  0.49  0.06
O  -4.40  0.11  1.06  -0.77
O  -2.96  -0.31  -0.63  -0.63
H  -1.18  -4.50  3.19  0.39
H  -3.28  -4.98  1.91  0.37
H  -4.38  -3.12  0.65  0.43

Properties
**M**: 881.26 g mol⁻¹
**Lowest unoccupied orbital energy**: 3.694 eV
**Relative energy (zero: lowest compared OMol25 entry of this formula, charge and spin)**: 5.31 kcal/mol
**Charge**: -2

=====

This record from the Open Molecules 2025 dataset describes a structure of composition C29H23BrCuF4N2PS. The level of theory is ωB97M-V/def2-TZVPD.

Last column: Mulliken charge in e.
Cartesian coordinates (Å):
Cu  -0.10  -1.93  0.82  -0.61
C  2.52  -2.99  -0.78  -1.03
C  1.87  -3.27  0.50  -0.46
C  0.61  -3.78  0.25  0.23
C  0.49  -3.87  -1.20  -0.97
C  1.67  -3.36  -1.79  -0.12
H  3.51  -2.57  -0.89  0.49
H  2.35  -3.20  1.46  0.67
H  0.03  -4.37  0.94  0.72
H  -0.38  -4.24  -1.73  0.42
H  1.86  -3.28  -2.84  0.54
F  0.35  1.22  7.59  -0.27
C  0.15  0.95  6.31  0.68
C  -0.52  1.85  5.51  0.27
F  -0.98  2.98  6.03  -0.28
C  -0.71  1.55  4.18  0.40
F  -1.36  2.48  3.46  -0.39
C  -0.25  0.38  3.59  -0.15
P  -0.59  0.07  1.82  1.02
C  0.35  1.36  0.94  1.21
C  -0.06  2.68  0.82  -0.10
C  0.72  3.60  0.14  -0.90
C  1.94  3.21  -0.40  -0.47
C  2.37  1.90  -0.28  -0.56
C  1.57  0.97  0.38  -1.19
C  -2.36  0.44  1.65  0.41
C  -2.87  1.14  0.56  0.03
C  -4.24  1.32  0.43  -0.87
C  -5.10  0.79  1.37  -0.56
C  -4.60  0.07  2.45  -0.69
C  -3.23  -0.11  2.58  -0.68
C  0.44  -0.51  4.42  -0.21
Br  1.15  -2.16  3.85  -0.12
C  0.63  -0.23  5.76  0.34
F  1.28  -1.06  6.57  -0.31
H  -1.01  3.00  1.25  0.49
H  0.39  4.63  0.05  0.44
H  2.56  3.94  -0.92  0.51
H  3.33  1.59  -0.68  0.67
H  1.91  -0.06  0.47  -0.04
H  -2.20  1.55  -0.19  0.48
H  -4.63  1.88  -0.41  0.44
H  -6.17  0.93  1.27  0.41
H  -5.27  -0.35  3.19  0.43
H  -2.85  -0.67  3.43  0.44
C  2.32  1.76  -3.61  -1.22
C  1.43  0.57  -3.80  1.17
C  1.30  -0.15  -4.94  -0.91
C  0.41  -1.24  -4.94  0.92
N  -0.31  -1.59  -3.88  -0.45
C  -0.19  -0.87  -2.76  0.19
S  -1.11  -1.13  -1.35  -0.45
N  0.68  0.18  -2.74  0.26
C  0.22  -2.08  -6.16  -1.25
H  2.95  1.89  -4.48  0.40
H  2.94  1.63  -2.73  0.12
H  1.71  2.66  -3.48  0.31
H  1.87  0.11  -5.82  0.39
H  0.75  0.69  -1.86  -0.30
H  0.90  -1.80  -6.97  0.37
H  -0.81  -1.98  -6.51  0.31
H  0.37  -3.13  -5.91  0.32

Properties
**M**: 682.00 g mol⁻¹
**Spin multiplicity**: 2
**⟨S²⟩**: 0.76
**Lowest unoccupied orbital energy (spin up / spin down)**: -2.848 / -4.685 eV
**Relative energy (zero: lowest compared OMol25 entry of this formula, charge and spin)**: 12.57 kcal/mol
**Charge**: +1

=====

This record from the Open Molecules 2025 dataset describes a structure of composition C29H23BrIrN3O2S2Te. The level of theory is ωB97M-V/def2-TZVPD.

Last column: Mulliken charge in e.
Cartesian coordinates (Å):
Ir  -1.10  0.64  0.42  0.80
S  -3.43  0.04  0.70  -0.32
C  -3.44  1.71  0.87  0.46
N  -2.19  2.24  0.75  0.18
C  -2.20  3.64  0.86  0.04
C  -1.12  4.50  0.73  0.00
C  -1.35  5.86  0.89  -0.83
C  -2.62  6.35  1.16  -0.54
C  -3.71  5.50  1.27  -0.55
C  -3.48  4.14  1.11  0.82
S  -4.67  2.85  1.17  -0.14
H  -0.14  4.12  0.51  -0.03
H  -0.52  6.55  0.79  0.42
H  -2.77  7.42  1.27  0.41
H  -4.70  5.88  1.46  0.42
C  -0.83  -0.74  3.32  -1.22
O  -0.62  -0.92  1.90  0.31
C  -0.84  -2.17  1.35  0.60
C  -1.08  -3.32  2.06  -0.41
C  -1.26  -4.51  1.36  -0.94
Br  -1.61  -6.09  2.31  -0.15
C  -1.18  -4.53  -0.01  -0.60
C  -0.93  -3.35  -0.73  0.63
C  -0.75  -2.15  -0.05  0.91
O  -0.47  -0.98  -0.63  -1.55
C  -0.87  -3.37  -2.18  0.22
N  -0.61  -2.32  -2.96  0.31
C  -0.62  -2.71  -4.30  0.55
C  -0.41  -2.00  -5.48  -0.78
C  -0.51  -2.72  -6.65  -0.57
C  -0.80  -4.09  -6.66  -0.51
C  -1.00  -4.79  -5.49  -0.90
C  -0.91  -4.07  -4.31  0.46
N  -1.05  -4.44  -2.97  -0.04
H  -0.10  -1.33  3.86  0.40
H  -1.84  -1.03  3.59  0.42
H  -0.67  0.32  3.51  0.32
H  -1.14  -3.32  3.14  0.62
H  -1.32  -5.47  -0.52  0.53
H  -0.43  -1.41  -2.56  0.00
H  -0.19  -0.94  -5.47  0.44
H  -0.35  -2.21  -7.59  0.41
H  -0.86  -4.61  -7.60  0.41
H  -1.23  -5.85  -5.49  0.43
H  -1.27  -5.37  -2.65  0.23
C  2.52  0.12  1.17  -0.78
Te  1.36  1.50  0.02  0.12
C  1.97  2.88  1.55  -0.84
C  3.32  2.35  1.97  0.46
C  4.27  3.18  2.55  -0.79
C  5.49  2.65  2.94  -0.61
C  5.77  1.31  2.75  -0.60
C  4.82  0.48  2.17  -0.77
C  3.59  0.99  1.78  0.48
H  2.92  -0.66  0.52  0.70
H  1.87  -0.33  1.92  0.15
H  1.24  2.84  2.36  0.44
H  2.02  3.88  1.14  0.62
H  4.06  4.23  2.68  0.45
H  6.24  3.30  3.38  0.42
H  6.73  0.90  3.04  0.41
H  5.04  -0.57  2.01  0.46

Properties
**M**: 909.38 g mol⁻¹
**Lowest unoccupied orbital energy (spin up / spin down)**: -7.821 / -7.459 eV
**Relative energy (zero: lowest compared OMol25 entry of this formula, charge and spin)**: 22.24 kcal/mol
**Charge**: +2

=====

This record from the Open Molecules 2025 dataset describes a structure of composition C29H23Cl2N4O2ReSeTe. The level of theory is ωB97M-V/def2-TZVPD.

Last column: Mulliken charge in e.
Cartesian coordinates (Å):
Re  0.98  0.36  1.12  0.36
Te  1.17  -1.46  3.04  0.39
C  -0.33  -0.60  4.26  0.52
C  -0.18  -0.84  5.62  -0.49
C  -0.91  -0.09  6.53  -0.61
C  -1.78  0.89  6.08  -0.43
C  -1.95  1.10  4.71  -0.79
C  -1.22  0.37  3.80  -0.09
H  0.52  -1.59  5.97  0.36
H  -0.79  -0.26  7.59  0.39
H  -2.34  1.49  6.78  0.39
H  -2.63  1.87  4.37  0.39
H  -1.34  0.55  2.74  0.47
Cl  3.71  0.26  -0.07  -0.14
C  4.49  -0.52  1.29  0.62
C  5.27  0.25  2.13  -0.73
C  5.82  -0.32  3.26  -0.54
C  5.54  -1.63  3.57  -0.68
C  4.72  -2.40  2.76  1.12
Cl  4.20  -3.94  3.34  -0.11
C  4.20  -1.88  1.55  -0.99
N  3.25  -2.52  0.75  0.16
C  3.25  -3.90  0.35  0.56
C  4.41  -4.65  0.43  -0.43
C  4.41  -5.99  0.10  -0.72
C  3.24  -6.59  -0.35  -0.85
C  2.09  -5.83  -0.47  -0.81
C  2.06  -4.48  -0.14  0.59
C  0.75  -3.73  -0.41  -1.01
C  0.46  -2.55  0.49  0.81
O  0.22  -2.81  1.74  -0.71
O  0.52  -1.40  0.02  -0.69
H  5.42  1.30  1.90  0.44
H  6.42  0.29  3.92  0.41
H  5.93  -2.08  4.48  0.45
H  2.96  -1.92  -0.01  0.42
H  5.33  -4.18  0.77  0.53
H  5.33  -6.56  0.18  0.42
H  3.23  -7.64  -0.60  0.39
H  1.19  -6.30  -0.85  0.40
H  -0.07  -4.43  -0.33  0.51
H  0.77  -3.35  -1.43  0.38
C  1.16  3.60  -3.39  -0.94
N  1.21  4.03  -2.01  0.26
C  0.88  3.30  -0.93  0.05
Se  0.24  1.53  -0.97  -0.35
N  1.05  4.05  0.16  0.30
C  1.53  5.30  -0.20  0.25
C  1.91  6.40  0.55  -0.70
C  2.38  7.49  -0.15  -0.49
C  2.46  7.49  -1.54  -0.61
C  2.09  6.39  -2.29  -0.56
C  1.62  5.29  -1.59  0.55
H  0.90  2.55  -3.43  0.26
H  2.13  3.76  -3.86  0.35
H  0.41  4.18  -3.94  0.36
H  0.96  3.70  1.11  0.03
H  1.86  6.38  1.63  0.46
H  2.70  8.37  0.40  0.40
H  2.84  8.37  -2.05  0.39
H  2.17  6.38  -3.37  0.43
N  1.79  2.89  2.89  -0.78
C  1.49  1.97  2.24  0.69

Properties
**M**: 923.20 g mol⁻¹
**Spin multiplicity**: 4
**⟨S²⟩**: 3.79
**Lowest unoccupied orbital energy (spin up / spin down)**: -3.746 / -3.820 eV
**Relative energy (zero: lowest compared OMol25 entry of this formula, charge and spin)**: 11.40 kcal/mol
**Charge**: +1

=====

This record from the Open Molecules 2025 dataset describes a cluster of 2 separate species, C29H23F3NO4PS2 in total. The level of theory is ωB97M-V/def2-TZVPD.

Last column: Mulliken charge in e.
Cartesian coordinates (Å):
C  -0.70  3.36  3.02  -1.20
C  -0.58  2.61  1.73  0.94
C  0.47  1.75  1.58  -1.35
P  0.63  0.83  0.06  2.08
C  -0.80  -0.25  -0.16  0.32
C  -1.91  0.22  -0.82  0.02
C  -3.01  -0.61  -0.99  -0.88
C  -2.99  -1.90  -0.49  -0.48
C  -1.87  -2.36  0.18  -0.86
C  -0.77  -1.53  0.34  -0.40
C  0.79  1.94  -1.36  0.11
C  0.39  1.56  -2.62  -0.08
C  0.52  2.43  -3.68  -0.91
C  1.07  3.69  -3.48  -0.47
C  1.48  4.06  -2.22  -0.81
C  1.35  3.18  -1.16  -0.52
C  2.12  -0.19  0.19  0.29
C  2.83  -0.50  -0.95  -0.64
C  3.97  -1.27  -0.85  -0.70
C  4.39  -1.73  0.38  -0.52
C  3.67  -1.42  1.52  -0.74
C  2.53  -0.65  1.42  -0.28
O  -1.43  2.78  0.85  -0.72
H  0.12  3.11  3.70  0.31
H  -0.68  4.43  2.84  0.34
H  -1.64  3.12  3.52  0.19
H  1.20  1.62  2.35  0.46
H  -1.93  1.23  -1.18  0.54
H  -3.88  -0.24  -1.51  0.42
H  -3.84  -2.54  -0.62  0.41
H  -1.86  -3.35  0.58  0.44
H  0.10  -1.88  0.86  0.41
H  -0.02  0.58  -2.78  0.57
H  0.20  2.14  -4.67  0.42
H  1.17  4.37  -4.30  0.40
H  1.92  5.03  -2.06  0.42
H  1.67  3.46  -0.17  0.43
H  2.50  -0.12  -1.91  0.41
H  4.54  -1.50  -1.74  0.42
H  5.29  -2.32  0.46  0.39
H  4.00  -1.76  2.48  0.47
H  1.96  -0.40  2.30  0.38
F  1.83  -0.26  4.86  -0.20
C  0.86  -0.03  5.76  0.74
F  1.01  -0.79  6.85  -0.22
F  0.81  1.27  6.08  -0.22
S  -0.72  -0.46  4.97  -0.07
N  -1.66  -0.08  6.29  0.01
C  -2.01  -1.06  7.17  0.74
O  -1.67  -2.23  7.10  -0.65
C  -2.88  -0.55  8.24  -0.14
C  -3.18  0.79  8.10  0.43
C  -3.99  1.44  8.99  -0.54
C  -4.49  0.74  10.07  -0.51
C  -4.19  -0.60  10.23  -0.51
C  -3.38  -1.25  9.33  -0.59
S  -2.37  1.45  6.62  1.10
O  -1.50  2.56  7.09  -0.56
O  -3.47  1.74  5.65  -0.59
H  -4.21  2.49  8.83  0.44
H  -5.11  1.25  10.79  0.40
H  -4.57  -1.13  11.09  0.40
H  -3.13  -2.30  9.44  0.50

Properties
**M**: 601.61 g mol⁻¹
**SMILES**: CC(=O)C=P(c1ccccc1)(c1ccccc1)c1ccccc1.O=C1c2ccccc2S(=O)(=O)N1SC(F)(F)F
**Lowest unoccupied orbital energy**: -0.312 eV
**Charge**: 0